Run 1
DFT (ωB97M-V with the def2-TZVPD basis set) results for 2 unconnected molecules or ions with the total composition C5H15NO.

Summary:
- net charge = 0
- SMILES = CCCCNC.O
- spin multiplicity = 1
- E_HOMO (eV) = -8.78
- Kohn-Sham gap (eV) = 9.72
- molecular weight (g/mol) = 105.181

Geometry (Å):
1 C 1.41 2.47 0.86
2 C 0.15 2.15 0.06
3 C 0.07 0.65 -0.32
4 C -0.70 -0.14 0.76
5 N -0.83 -1.58 0.55
6 C 0.23 -2.40 -0.07
7 H 1.76 3.47 0.60
8 H 1.25 2.45 1.94
9 H 2.24 1.85 0.55
10 H 0.16 2.65 -0.90
11 H -0.75 2.33 0.64
12 H 1.06 0.24 -0.46
13 H -0.64 0.52 -1.14
14 H -1.70 0.28 0.84
15 H -0.24 0.05 1.75
16 H -1.09 -2.04 1.41
17 H 1.01 -2.63 0.66
18 H 0.70 -1.91 -0.92
19 H -0.27 -3.35 -0.25
20 H -1.15 -1.48 -1.42
21 H -1.22 -2.19 -2.79
22 O -1.43 -1.37 -2.33

Run 2
DFT (ωB97M-V with the def2-TZVPD basis set) results for 2 unconnected molecules or ions with the total composition C5H15NO.

Summary:
- net charge = 0
- SMILES = CCCCNC.O
- spin multiplicity = 1
- E_HOMO (eV) = -8.35
- Kohn-Sham gap (eV) = 9.18
- molecular weight (g/mol) = 105.181

Geometry (Å):
1 C -1.97 2.37 1.13
2 C -1.88 1.42 -0.07
3 C -0.43 1.10 -0.45
4 C 0.31 0.27 0.63
5 N 1.46 -0.48 0.18
6 C 2.47 0.28 -0.53
7 H -2.15 1.82 2.05
8 H -1.05 2.93 1.23
9 H -2.78 3.09 1.00
10 H -2.42 1.77 -0.95
11 H -2.41 0.49 0.20
12 H 0.07 2.06 -0.60
13 H -0.36 0.54 -1.39
14 H -0.36 -0.36 1.22
15 H 0.71 1.00 1.35
16 H 1.21 -1.34 -0.29
17 H 2.37 0.24 -1.62
18 H 3.46 -0.01 -0.18
19 H 2.36 1.33 -0.25
20 H -0.25 -3.83 0.09
21 H 0.78 -4.65 -0.71
22 O -0.03 -4.14 -0.80

Run 3
DFT (ωB97M-V with the def2-TZVPD basis set) results for 2 unconnected molecules or ions with the total composition C5H15NO.

Summary:
- net charge = 0
- SMILES = CC[C@H](C)NC.O
- spin multiplicity = 1
- E_HOMO (eV) = -8.59
- Kohn-Sham gap (eV) = 9.51
- molecular weight (g/mol) = 105.181

Geometry (Å):
1 C -0.10 -1.76 1.59
2 N 0.22 -1.03 0.36
3 C -0.36 2.70 -0.39
4 C -0.56 1.18 -0.43
5 C 0.51 0.38 0.43
6 C 1.97 0.69 0.18
7 H -0.07 -2.86 1.33
8 H 0.52 -1.57 2.45
9 H -1.15 -1.66 1.96
10 H 0.50 -1.33 -0.56
11 H -0.41 3.30 0.53
12 H 0.76 2.80 -0.51
13 H -0.76 3.27 -1.21
14 H -0.30 0.80 -1.43
15 H -1.45 0.78 0.12
16 H 0.31 0.82 1.43
17 H 2.57 0.08 0.91
18 H 2.16 1.77 0.38
19 H 2.10 0.61 -0.92
20 H -1.02 -1.20 -1.21
21 H -1.78 -2.60 -1.00
22 O -1.56 -1.90 -1.61

Run 4
DFT (ωB97M-V with the def2-TZVPD basis set) results for 2 unconnected molecules or ions with the total composition C5H15NO.

Summary:
- net charge = 0
- SMILES = CCCN(C)C.O
- spin multiplicity = 1
- E_HOMO (eV) = -8.79
- Kohn-Sham gap (eV) = 9.65
- molecular weight (g/mol) = 105.181

Geometry (Å):
1 N 0.84 0.71 0.21
2 C 2.12 1.00 0.87
3 C 1.02 0.65 -1.22
4 C -1.54 -2.14 1.03
5 C 0.46 -0.59 0.69
6 C -1.02 -0.77 0.50
7 H 2.06 0.88 1.97
8 H 2.34 2.06 0.64
9 H 2.96 0.38 0.50
10 H 1.73 -0.14 -1.52
11 H 1.43 1.62 -1.54
12 H 0.07 0.48 -1.74
13 H -1.27 -2.23 2.09
14 H -1.14 -3.02 0.49
15 H -2.64 -2.15 0.94
16 H 0.70 -0.76 1.76
17 H 1.06 -1.31 0.09
18 H -1.18 -0.75 -0.60
19 H -1.69 -0.01 0.95
20 O -2.19 1.65 -1.97
21 H -2.52 2.23 -2.69
22 H -1.57 2.21 -1.45

Which one sits at the top of the stability order? run 2 does.

Run 1
DFT (ωB97M-V with the def2-TZVPD basis set) results for 2 unconnected molecules or ions with the total composition C5H15NO.

Summary:
- net charge = 0
- SMILES = CC[C@@H](C)CN.O
- spin multiplicity = 1
- E_HOMO (eV) = -8.81
- Kohn-Sham gap (eV) = 9.57
- molecular weight (g/mol) = 105.181

Geometry (Å):
1 C 0.31 0.17 -0.66
2 C 0.19 -0.65 0.72
3 C 1.39 -0.39 1.62
4 C -0.15 -2.08 0.45
5 C 1.11 -2.78 -0.10
6 N 0.64 1.64 -0.55
7 H 1.30 -0.20 -1.23
8 H -0.44 0.02 -1.30
9 H -0.58 -0.08 1.20
10 H 2.08 -1.33 1.70
11 H 2.01 0.52 1.30
12 H 1.16 -0.31 2.66
13 H -0.95 -2.28 -0.17
14 H -0.56 -2.48 1.41
15 H 1.69 -1.96 -0.56
16 H 1.65 -3.17 0.75
17 H 0.95 -3.41 -0.92
18 H 1.20 1.85 0.31
19 H -0.17 2.27 -0.57
20 H -3.08 2.50 -1.14
21 H -2.94 3.67 -2.08
22 O -3.12 3.41 -1.22

Run 2
DFT (ωB97M-V with the def2-TZVPD basis set) results for 2 unconnected molecules or ions with the total composition C5H15NO.

Summary:
- net charge = 0
- SMILES = CCCN(C)C.O
- spin multiplicity = 1
- E_HOMO (eV) = -8.29
- Kohn-Sham gap (eV) = 9.06
- molecular weight (g/mol) = 105.181

Geometry (Å):
1 N -2.35 -0.12 2.91
2 C -3.72 0.47 3.10
3 C -2.29 -1.46 3.59
4 C 0.00 0.00 0.00
5 C -1.95 -0.20 1.49
6 C -0.47 0.11 1.42
7 H -3.73 1.48 2.65
8 H -4.08 0.55 4.14
9 H -4.40 -0.18 2.54
10 H -1.30 -1.90 3.77
11 H -2.92 -2.21 3.06
12 H -2.76 -1.24 4.56
13 H 1.08 0.07 -0.21
14 H -0.51 0.83 -0.52
15 H -0.38 -0.96 -0.40
16 H -2.43 0.58 0.88
17 H -2.25 -1.19 1.09
18 H 0.16 -0.60 1.99
19 H -0.32 1.12 1.86
20 O -6.54 -2.57 3.04
21 H -5.95 -3.02 3.69
22 H -7.45 -2.79 3.35

Which one sits at the top of the stability order? run 2 does.

Run 1
DFT (ωB97M-V with the def2-TZVPD basis set) results for C4H6N2O in the gas phase.

Summary:
- net charge = 0
- spin multiplicity = 1
- E_HOMO (alpha / beta) (eV) = -9.50 / -9.58
- Kohn-Sham gap (alpha / beta) (eV) = 8.69 / 7.55
- molecular weight (g/mol) = 98.105

Geometry (Å):
1 C -0.75 -0.66 -1.01
2 C -0.21 0.84 -0.76
3 C -0.32 0.89 0.75
4 C 0.94 -1.05 0.60
5 N 0.17 -1.46 -0.58
6 N 0.44 -0.02 1.54
7 O -1.76 -0.72 -1.64
8 H 0.83 0.90 -1.10
9 H -0.96 1.54 -1.04
10 H -0.01 1.97 0.93
11 H -1.31 0.65 1.01
12 H 1.09 -2.07 1.08
13 H 1.86 -0.82 0.23

Run 2
DFT (ωB97M-V with the def2-TZVPD basis set) results for C4H6N2O in the gas phase.

Summary:
- net charge = 0
- SMILES = [H]/N=C1/O[C@H](C)/C1=N\[H]
- spin multiplicity = 1
- E_HOMO (eV) = -10.38
- Kohn-Sham gap (eV) = 10.61
- molecular weight (g/mol) = 98.105

Geometry (Å):
1 C -1.61 0.68 -0.30
2 C -0.63 -0.45 -0.02
3 O 0.13 -0.84 -1.20
4 C 1.35 -0.52 -0.64
5 N 2.47 -0.64 -1.20
6 C 0.69 -0.11 0.64
7 N 1.02 0.29 1.79
8 H -2.26 0.39 -1.13
9 H -2.25 0.90 0.56
10 H -1.08 1.60 -0.59
11 H -1.15 -1.31 0.42
12 H 0.10 0.33 2.23
13 H 3.21 -0.33 -0.57

Run 3
DFT (ωB97M-V with the def2-TZVPD basis set) results for 2 unconnected molecules or ions with the total composition C4H6N2O.

Summary:
- net charge = 0
- spin multiplicity = 1
- E_HOMO (alpha / beta) (eV) = -8.61 / -8.27
- Kohn-Sham gap (alpha / beta) (eV) = 7.69 / 6.51
- molecular weight (g/mol) = 98.105

Geometry (Å):
1 C -2.08 0.02 -0.30
2 O -1.19 0.92 -0.27
3 C 0.15 0.65 -0.28
4 C 1.18 1.58 -0.41
5 N 2.33 0.91 -0.28
6 C 1.93 -0.38 -0.07
7 N 0.62 -0.60 -0.08
8 H -3.09 0.37 -0.16
9 H -1.23 -2.08 1.52
10 H -1.78 -1.02 -0.40
11 H 1.13 2.64 -0.62
12 H 2.64 -1.17 0.14
13 H -0.60 -1.84 1.19

Run 4
DFT (ωB97M-V with the def2-TZVPD basis set) results for C4H6N2O in the gas phase.

Summary:
- net charge = 0
- spin multiplicity = 1
- E_HOMO (alpha / beta) (eV) = -6.69 / -6.72
- Kohn-Sham gap (alpha / beta) (eV) = 7.28 / 7.33
- molecular weight (g/mol) = 98.105

Geometry (Å):
1 N 1.42 -0.83 -1.44
2 C 0.53 -0.43 -0.61
3 C -0.57 0.50 -0.62
4 O -1.07 1.32 -1.59
5 N -0.95 0.70 0.68
6 C -0.33 -0.04 1.59
7 C 0.58 -0.95 0.82
8 H 1.28 -0.47 -2.38
9 H 1.63 -0.99 1.12
10 H -0.36 1.89 -1.92
11 H -1.67 1.37 0.91
12 H -0.67 -0.09 2.61
13 H 0.19 -1.98 0.84

Which one sits at the top of the stability order? run 2 does.

Run 1
DFT (ωB97M-V with the def2-TZVPD basis set) results for C4H6N2O in the gas phase.

Summary:
- net charge = 0
- SMILES = [H]/N=C/C(N)=C=CO
- spin multiplicity = 1
- E_HOMO (eV) = -8.47
- Kohn-Sham gap (eV) = 9.14
- molecular weight (g/mol) = 98.105

Geometry (Å):
1 N -2.08 0.38 -0.23
2 C -0.74 -0.05 -0.14
3 C -0.54 -1.47 -0.55
4 N 0.57 -2.07 -0.39
5 C 1.42 1.34 0.30
6 O 2.11 1.43 1.48
7 C 0.29 0.70 0.17
8 H -2.75 -0.28 0.15
9 H -2.22 1.30 0.17
10 H -1.42 -1.95 -0.99
11 H 0.51 -3.02 -0.74
12 H 2.97 1.83 1.30
13 H 1.87 1.86 -0.54

Run 2
DFT (ωB97M-V with the def2-TZVPD basis set) results for C4H6N2O in the gas phase.

Summary:
- net charge = 0
- SMILES = Cc1ocnc1N
- spin multiplicity = 1
- E_HOMO (eV) = -7.23
- Kohn-Sham gap (eV) = 8.13
- molecular weight (g/mol) = 98.105

Geometry (Å):
1 C 1.08 2.40 0.01
2 C -0.25 0.60 -0.23
3 C 0.97 0.34 0.80
4 C -1.37 -0.26 -0.69
5 N 1.65 1.47 0.73
6 N 1.40 -0.84 1.38
7 O -0.04 1.91 -0.59
8 H 1.44 3.27 -0.30
9 H -2.27 0.39 -0.75
10 H -1.18 -0.78 -1.58
11 H -1.33 -1.21 -0.02
12 H 2.32 -1.01 1.62
13 H 0.87 -1.65 1.05

Which one sits at the top of the stability order? run 2 does.

Run 1
DFT (ωB97M-V with the def2-TZVPD basis set) results for C4H6N2O in the gas phase.

Summary:
- net charge = 0
- SMILES = Nc1[nH]ccc1O
- spin multiplicity = 1
- E_HOMO (eV) = -7.37
- Kohn-Sham gap (eV) = 8.27
- molecular weight (g/mol) = 98.105

Geometry (Å):
1 N 1.86 0.98 -0.05
2 C 0.58 0.47 0.26
3 C 0.11 -0.82 0.35
4 O 0.93 -1.89 0.61
5 C -1.27 -0.80 0.02
6 C -1.61 0.52 -0.20
7 N -0.49 1.27 -0.01
8 H 1.82 1.09 -1.07
9 H 2.56 0.27 0.12
10 H 0.39 -2.68 0.68
11 H -1.91 -1.66 -0.15
12 H -2.54 0.97 -0.51
13 H -0.42 2.28 -0.04

Run 2
DFT (ωB97M-V with the def2-TZVPD basis set) results for a molecular structure, C4H6N2O.

Summary:
- net charge = 0
- spin multiplicity = 1
- E_HOMO (eV) = -7.90
- Kohn-Sham gap (eV) = 8.63
- molecular weight (g/mol) = 98.105

Geometry (Å):
1 N -2.24 0.44 -0.25
2 C -0.88 0.07 -0.05
3 C -0.83 -1.30 0.06
4 N 1.09 -1.38 0.08
5 C 1.38 -0.09 0.17
6 O 2.66 0.32 0.40
7 C 0.30 0.79 0.04
8 H -2.43 0.97 -1.09
9 H -2.74 0.76 0.56
10 H -1.29 -1.86 -0.76
11 H 1.93 -1.95 0.28
12 H 2.63 1.29 0.49
13 H 0.41 1.86 0.04

Which one sits at the top of the stability order? run 1 does.

Run 1
DFT (ωB97M-V with the def2-TZVPD basis set) results for C4H6N2O in the gas phase.

Summary:
- net charge = 0
- spin multiplicity = 1
- E_HOMO (alpha / beta) (eV) = -8.33 / -8.33
- Kohn-Sham gap (alpha / beta) (eV) = 7.17 / 7.17
- molecular weight (g/mol) = 98.105

Geometry (Å):
1 C -2.31 0.28 -0.05
2 O -1.42 -0.32 0.94
3 C -0.09 -0.09 0.65
4 N 0.15 1.18 0.83
5 N 2.07 0.90 -0.16
6 C 2.00 -0.40 -0.28
7 C 0.83 -1.03 0.16
8 H -3.15 -0.40 -0.20
9 H -2.68 1.25 0.32
10 H -1.79 0.43 -1.01
11 H 2.93 1.30 -0.56
12 H 2.81 -0.99 -0.75
13 H 0.64 -2.09 0.11

Run 2
DFT (ωB97M-V with the def2-TZVPD basis set) results for a molecular structure, C4H6N2O.

Summary:
- net charge = 0
- spin multiplicity = 1
- E_HOMO (eV) = -9.21
- Kohn-Sham gap (eV) = 9.90
- molecular weight (g/mol) = 98.105

Geometry (Å):
1 C -1.21 -0.90 0.00
2 C 0.09 0.59 0.03
3 C 1.38 1.07 -0.31
4 C 0.26 -0.84 -0.35
5 H -2.12 -1.63 -0.41
6 H -1.26 -0.77 1.06
7 H -2.09 1.17 0.41
8 H 0.12 0.74 1.19
9 H 2.11 1.92 -0.02
10 H 0.35 -0.79 -1.44
11 N -1.36 0.69 -0.25
12 N 2.17 0.01 0.02
13 O 1.55 -1.25 0.06

Run 3
DFT (ωB97M-V with the def2-TZVPD basis set) results for C4H6N2O in the gas phase.

Summary:
- net charge = 0
- spin multiplicity = 1
- E_HOMO (eV) = -7.77
- Kohn-Sham gap (eV) = 8.27
- molecular weight (g/mol) = 98.105

Geometry (Å):
1 N 2.02 0.24 -0.06
2 C 0.67 0.23 0.02
3 C -0.03 -1.09 -0.02
4 O 0.64 -2.16 -0.18
5 C -1.46 -0.69 -0.38
6 C -1.56 0.66 -0.29
7 N -0.25 1.21 -0.03
8 H 2.43 -0.67 -0.29
9 H 2.68 0.99 0.21
10 H -0.46 -0.72 1.16
11 H -2.21 -1.47 -0.35
12 H -2.39 1.26 0.06
13 H -0.07 2.19 0.14

Which one sits at the top of the stability order? run 3 does.